Density functional theory data (the ωB97M-V functional and the def2-TZVPD basis) for 8 unconnected molecules or ions with the total composition C24H47Br14NO4S in a non-equilibrium geometry.

Properties
SMILES: CC(=O)NCCCC[C@@H]1CCS(=O)(=O)OC1.BrCCBr.BrCCBr.BrCCBr.BrCCBr.BrCCBr.BrCCBr.BrCCBr
E: -1026761.5062 eV
Orbital gap: 10.015 eV
Multiplicity: 1
LUMO energy: 0.2336 eV
F_max: 1.13 eV/Å

XYZ file:
```
91
Properties=species:S:1:pos:R:3:lowdin_charge:R:1
H -3.175 3.434 -4.242 0.06
H -0.587 0.166 -0.087 0.13
H -0.810 -1.013 1.205 0.11
O -3.389 4.626 2.384 -0.25
H -3.841 2.046 -2.155 -0.01
O -2.656 3.537 0.336 -0.28
H -5.141 -3.337 -0.959 -0.02
H 13.397 -0.245 4.262 0.06
H 11.870 -1.141 4.370 0.04
H 12.260 1.605 5.684 0.05
Br -12.095 -4.237 -2.984 0.67
C 7.909 -0.638 2.008 -0.67
H -7.843 -4.590 -3.645 0.05
H -9.087 -6.177 -2.005 0.06
C -2.584 0.864 1.538 -0.22
H 5.674 3.824 1.866 0.08
Br -4.563 -3.062 1.446 0.61
C -0.499 2.360 1.703 -0.17
O 5.707 1.584 3.104 0.09
H -13.112 -2.006 -2.588 0.05
C -4.189 3.339 -3.860 -0.69
C -0.351 -0.049 0.959 -0.16
C -8.483 -4.288 -2.822 -0.71
C -4.192 -3.403 -0.436 -0.72
C 11.765 0.929 4.995 -0.69
Br 7.239 -1.086 0.233 0.64
H -13.405 -1.307 -5.071 0.06
H -9.492 -4.100 -3.188 -0.05
Br 13.058 -1.099 6.556 0.61
Br -6.736 -5.964 -1.281 0.64
H 4.139 1.287 0.259 0.03
H -4.755 4.231 -4.106 0.05
C 4.682 3.392 1.941 0.01
C -13.164 -2.675 -3.441 -0.68
H -0.944 0.661 2.911 0.15
H 1.426 -1.221 0.900 0.12
Br -11.029 -1.048 -4.434 0.62
H 11.652 1.413 4.027 0.04
C 1.159 -0.204 1.206 -0.19
S -2.734 3.525 1.770 0.62
C -8.517 -5.299 -1.708 -0.69
H -8.928 -4.894 -0.789 0.05
Br -4.985 1.874 -4.868 0.59
H 1.363 -0.167 2.278 0.12
H 8.367 -1.539 2.404 0.05
H -3.827 -4.426 -0.476 0.05
C 3.520 0.656 0.898 -0.23
H 1.769 1.777 0.444 0.10
H 5.836 -0.882 -2.219 0.00
H -3.313 1.829 3.310 0.12
C 5.437 -0.220 -2.983 -0.69
Br 5.483 1.559 -2.197 0.63
H 9.041 0.897 2.970 0.00
C -3.427 1.952 2.232 -0.18
O -1.263 3.394 2.364 -0.20
C -12.680 -2.036 -4.714 -0.70
H 2.761 1.661 2.503 0.10
C -4.166 3.056 -2.383 -0.71
H 7.028 -0.385 2.595 0.04
H 8.494 1.339 1.340 0.05
N 3.602 1.129 2.297 0.03
H 7.235 0.185 -4.120 0.05
C 4.741 1.984 2.507 -0.48
H -2.315 -2.320 -0.304 0.03
H 2.030 0.445 -0.658 0.12
H -2.932 -0.122 1.846 0.10
H 4.052 3.999 2.596 0.09
H -2.719 0.981 0.462 0.04
H -3.530 3.764 -1.862 0.04
H -14.181 -3.042 -3.556 0.06
H 0.476 2.374 2.192 0.12
Br -3.915 -0.689 -1.287 0.70
C 12.486 -0.381 4.840 -0.71
Br 9.952 0.682 5.665 0.63
C 8.853 0.529 1.965 -0.69
C 2.066 0.725 0.397 -0.19
H -2.800 -2.789 -1.945 0.06
H 4.195 3.373 0.963 0.07
Br -7.830 -2.565 -2.199 0.62
C 6.270 -0.298 -4.233 -0.70
H -12.481 -2.762 -5.495 0.05
Br 5.387 0.554 -5.743 0.61
C -3.159 -2.452 -0.974 -0.66
H 3.836 -0.385 0.810 0.11
Br 10.604 0.018 1.272 0.62
H -0.320 2.627 0.660 0.13
H 4.392 -0.457 -3.158 0.05
H -4.473 1.920 1.940 0.11
H 6.414 -1.335 -4.527 0.06
C -1.083 0.961 1.866 -0.30
Br -5.927 3.267 -1.580 0.61
```